{
  "formula": "C61H46N6SiY",
  "method": "wB97M-V/def2-TZVPD",
  "species": ["Y", "Si", "N", "N", "N", "N", "N", "N", "C", "C", "C", "C", "C", "C", "C", "C", "C", "C", "C", "C", "C", "C", "C", "C", "C", "C", "C", "C", "C", "C", "C", "C", "C", "C", "C", "C", "C", "C", "C", "C", "C", "C", "C", "C", "C", "C", "C", "C", "C", "C", "C", "C", "C", "C", "C", "C", "C", "C", "C", "C", "C", "C", "C", "C", "C", "C", "C", "C", "C", "H", "H", "H", "H", "H", "H", "H", "H", "H", "H", "H", "H", "H", "H", "H", "H", "H", "H", "H", "H", "H", "H", "H", "H", "H", "H", "H", "H", "H", "H", "H", "H", "H", "H", "H", "H", "H", "H", "H", "H", "H", "H", "H", "H", "H", "H"],
  "xyz": [[-0.26122, -0.06967, -0.01362], [0.12987, -4.72475, -2.72802], [-1.28330, 1.21274, -1.71739], [1.42702, -1.09331, 1.18780], [1.58447, 0.94248, -1.36913], [-0.13475, 2.72799, 1.14984], [-1.14469, 3.20193, 1.71068], [-1.54555, -1.16423, 1.51308], [-2.32850, 2.48090, 1.37198], [-1.17714, -2.22945, 2.32971], [2.44668, 4.73768, 2.89132], [1.09435, 3.42218, 1.47852], [0.41837, -4.53426, 5.85906], [-7.46734, 0.20508, 2.21630], [0.23686, -3.51235, 4.91783], [-2.48686, -2.91448, 2.62974], [3.27653, 5.00688, 1.82512], [1.31236, -2.03928, 2.13237], [-2.81008, -1.13959, 1.32795], [1.55567, 1.66568, -2.52951], [0.07172, -2.62643, 2.60327], [-7.05102, -0.79236, 1.30260], [7.56378, 0.62394, 0.84968], [0.74084, -6.34295, -1.93855], [0.35410, -6.08423, 3.98918], [-1.49272, -5.35365, -3.61814], [-0.77310, 4.05497, -6.19369], [2.97105, 0.78356, -1.01301], [1.46081, -4.02723, -3.99539], [-2.70264, 3.08330, -1.37528], [4.91215, 0.19714, 0.24947], [2.92459, 1.92015, -3.05010], [-3.74925, 0.75860, -0.85312], [-3.53246, 3.08009, 1.60954], [0.44273, 3.26070, -4.18009], [-1.81004, 3.35563, -2.33315], [2.56116, -2.50024, 2.63722], [6.59526, 1.43192, 1.44995], [3.51553, -1.80523, 1.82701], [-2.28519, 1.26769, 0.60371], [-5.23825, 1.30606, 2.10400], [3.45447, -0.01217, -0.03939], [-0.34414, -2.32271, -0.94578], [-4.88794, 1.40127, -0.11429], [-6.65942, 1.22944, 2.52714], [0.41935, 2.28029, -3.06939], [-0.33829, -3.36592, -1.56126], [-0.58846, 3.17140, -5.12845], [-3.39707, 0.18446, 0.69125], [7.24317, -0.39444, -0.04159], [0.20621, -5.10231, 3.02900], [1.32892, 4.37881, -4.35258], [1.35528, 3.94710, 2.73746], [2.03617, 3.55437, 0.46142], [-0.02646, 5.20003, -6.24782], [3.74482, 1.43625, -2.12217], [0.47343, -5.85756, 5.36703], [2.76024, -0.96557, 0.96271], [-5.87297, -0.78837, 0.70399], [3.17928, 4.30642, 0.62466], [-0.84186, 2.23313, -2.43741], [5.25617, 1.22841, 1.06941], [0.18073, -3.78450, 3.50658], [5.91384, -0.59460, -0.37332], [-4.95177, 0.32476, 0.98291], [-4.81107, 2.46396, 1.06372], [1.04068, 5.31098, -5.34429], [-2.46430, 1.64436, -0.89720], [-3.46953, -2.23917, 2.02256], [-0.10316, -6.68972, -1.29013], [0.38067, -4.30114, 6.95409], [0.09801, -2.46992, 5.32404], [2.43161, -3.89492, -3.42270], [1.73196, 6.16456, -5.31909], [0.09615, -5.38048, 1.94512], [4.78268, 1.53994, -2.15652], [4.43652, 1.78661, 1.58075], [-2.10112, -4.57176, -4.14179], [0.69738, 3.69444, 3.53364], [6.92365, 2.07802, 2.27263], [2.62526, -3.43470, 3.21546], [3.84913, 4.50908, -0.22316], [-3.76914, 3.93928, 2.27359], [-7.13411, 2.01727, 3.11718], [-5.60995, -1.41904, -0.12075], [4.60252, -1.75439, 1.97366], [-3.36929, 3.75343, -0.98732], [5.64698, -1.37122, -1.07705], [-2.12097, -5.68456, -2.77261], [-8.48232, 0.22704, 2.50247], [1.19814, -3.05782, -4.45568], [8.59615, 0.70555, 1.19580], [1.67712, -6.24385, -1.37447], [7.99730, -0.98952, -0.48459], [2.04567, 4.58714, -3.55721], [-2.67508, -3.71001, 3.37399], [2.59106, 5.12178, 3.86941], [-5.57621, 3.22919, 0.96127], [0.91311, -7.12046, -2.71272], [1.75386, -4.77364, -4.73961], [-4.46447, 1.29682, 2.92158], [-4.53755, -2.36639, 2.18900], [1.89156, 3.13239, -0.52478], [-1.22453, -6.12313, -4.31122], [3.13133, 2.52069, -3.90988], [-0.15302, 5.92258, -7.07067], [0.62545, -6.70311, 6.03238], [-7.75737, -1.53301, 0.96091], [-5.83753, 1.52112, -0.69402], [4.20333, 5.62730, 2.05014], [-4.12416, 0.22484, -1.74269], [0.24701, -7.16453, 3.74935], [-1.05283, 2.23387, -5.09909], [-1.66261, 4.32429, -2.86696], [-1.67943, 3.95842, -6.87537]],
  "forces_ev_per_a": [[0.5, 1.0, -1.4], [-0.6, 0.7, -1.0], [-0.5, 0.6, 0.4], [1.1, 0.5, -0.5], [1.0, 0.0, -0.3], [0.5, 0.0, 0.5], [0.2, -0.3, -0.1], [1.9, -0.3, 0.8], [-1.4, 1.4, 1.2], [-3.4, -0.8, -0.7], [0.0, 0.2, 0.1], [-0.4, -0.3, -0.7], [-0.5, -0.3, -0.3], [1.0, 1.5, 0.1], [-0.1, 0.2, -0.1], [1.4, -0.5, 1.5], [3.0, 0.5, 0.5], [-0.4, -1.6, 1.8], [-2.0, 1.9, -0.7], [-0.3, -0.1, 0.6], [1.0, 0.4, -0.2], [-0.3, -1.9, -1.2], [0.5, 0.1, 0.9], [-0.3, -0.1, 0.0], [-0.4, -2.0, 0.9], [0.2, 1.8, 0.9], [-2.2, -0.1, 0.1], [-1.8, -0.2, -2.2], [0.6, -0.4, 1.4], [2.3, -2.4, -1.1], [0.1, -1.3, -1.7], [-1.3, -0.2, 1.2], [1.6, -0.2, 0.5], [0.0, -0.1, -0.2], [0.7, 1.2, -0.9], [0.5, 1.2, -0.3], [0.0, 0.2, -2.1], [0.2, -0.8, -0.4], [-0.5, 0.0, 1.0], [-0.1, -0.3, -0.5], [0.7, 0.5, -0.1], [-0.2, -0.7, 1.6], [-0.3, 1.5, 0.5], [-2.3, 0.6, 0.0], [-0.9, 0.4, 0.8], [0.4, 0.7, -0.4], [0.7, -2.3, -1.3], [1.5, 0.0, -0.5], [0.0, -2.7, -1.1], [-1.1, 0.9, 0.1], [0.0, 0.4, -0.1], [-1.8, -0.9, 0.6], [-0.9, -0.9, -1.0], [-0.2, -0.3, -0.8], [1.3, 0.5, -0.5], [-0.5, -0.2, 1.1], [0.2, 1.1, -0.1], [1.5, 1.3, -0.6], [0.9, 0.7, 0.1], [-0.4, 1.3, 0.4], [-1.5, -1.4, 1.1], [0.1, 1.1, 2.2], [0.2, -0.1, 1.5], [-0.4, 0.4, 0.7], [1.6, 1.0, -0.1], [0.3, -0.4, 1.0], [1.0, 0.6, 0.5], [-0.4, 0.1, -1.2], [-0.5, 0.8, -0.2], [0.8, 0.1, -0.3], [0.3, -0.3, -1.2], [0.3, -1.1, -0.9], [-1.1, 0.2, -0.4], [-0.6, -0.1, -0.5], [0.1, 0.6, 1.2], [1.5, -0.1, 0.1], [0.8, -0.3, -0.6], [0.7, -0.5, 0.4], [-0.5, 0.1, 0.6], [-0.5, 0.1, -0.6], [0.4, 1.0, 0.0], [-0.2, -0.3, 0.6], [0.9, -0.5, -0.5], [0.5, 0.0, 0.0], [0.0, -0.6, -0.2], [-0.6, -0.3, -0.3], [-1.8, 1.4, 0.9], [-0.2, 0.0, 0.1], [0.2, -0.3, -0.5], [-1.0, 0.0, 0.5], [0.0, -0.6, 0.2], [-0.2, 0.1, -0.2], [-0.4, 0.0, 0.1], [0.7, -0.5, -0.3], [0.1, 0.0, -0.5], [0.5, 0.4, -0.7], [0.5, 0.6, 0.6], [-0.1, 0.1, -0.1], [-0.2, 0.4, 0.3], [-0.4, 0.1, -0.2], [-1.1, -0.2, -0.3], [0.4, -0.1, -0.3], [-0.5, -0.2, 0.2], [-0.1, -0.8, -0.3], [0.2, -0.1, -0.4], [0.0, -0.3, 0.7], [-0.2, 0.1, -0.1], [-0.3, -0.2, 0.2], [0.7, 0.2, 0.3], [-1.3, -0.6, -0.5], [0.5, -0.2, 0.4], [0.4, 0.9, -0.3], [-1.4, -1.0, -0.1], [-0.3, -1.0, 0.6], [1.4, -0.2, 0.8]],
  "homo_energy_ev": -3.97,
  "e_tot_ev": -81860.3624,
  "max_force_ev_per_a": 3.52,
  "lumo_ev": 1.6,
  "total_charge": -1
}

=====

{
  "formula": "C18H12Br2MnN3O2",
  "method": "wB97M-V/def2-TZVPD",
  "species": ["Br", "Br", "Mn", "O", "O", "N", "N", "N", "C", "C", "C", "C", "C", "C", "C", "C", "C", "C", "C", "C", "C", "C", "C", "C", "C", "C", "H", "H", "H", "H", "H", "H", "H", "H", "H", "H", "H", "H"],
  "xyz": [[7.65244, 0.46275, -0.33216], [-0.37709, -1.88331, 1.44293], [0.01200, 0.29768, 0.08436], [0.86541, 4.04945, 2.11429], [0.03115, 2.17497, -0.52979], [0.04036, 0.64733, 2.01097], [1.87859, 1.25966, 0.22837], [-1.90582, 1.29317, 0.06699], [0.17150, 1.88244, 4.02025], [0.28345, 1.79502, 2.64563], [-0.17912, 0.73187, 4.72601], [-1.94855, 3.65490, -0.38483], [-1.32860, 2.45087, -0.24239], [1.17077, 2.53490, 0.29349], [5.40296, 2.06801, 0.04135], [-3.23257, 1.27705, 0.22153], [4.08504, 2.28003, 0.17361], [-0.38112, -0.47572, 4.06159], [-0.25043, -0.44040, 2.69068], [-3.33339, 3.63370, -0.19828], [-3.97697, 2.44113, 0.09140], [3.15070, 1.14231, 0.15962], [0.74844, 2.91796, 1.76729], [5.01701, -0.41753, -0.09345], [5.89181, 0.72151, -0.11125], [3.69787, -0.21723, 0.04396], [-1.41141, 4.55489, -0.65226], [1.67771, 3.38543, -0.15211], [-0.27832, 0.76573, 5.80349], [6.10008, 2.89572, 0.03716], [0.36200, 2.82273, 4.52054], [-0.62301, -1.38818, 4.58924], [3.72553, 3.29457, 0.28541], [-3.69404, 0.32721, 0.45502], [-3.89907, 4.55006, -0.30427], [-5.05024, 2.40212, 0.21274], [5.42692, -1.41404, -0.19345], [3.01392, -1.05704, 0.06000]],
  "forces_ev_per_a": [[0.1, 0.0, 0.0], [-0.1, 0.0, 0.1], [-0.6, -0.1, 0.2], [0.0, 0.0, 0.0], [0.2, 0.4, -0.3], [0.1, 0.0, 0.0], [-0.2, 0.0, -0.2], [0.4, -0.3, -0.2], [0.0, 0.0, 0.0], [0.0, 0.2, 0.1], [0.0, -0.1, 0.0], [0.0, 0.2, 0.0], [-0.1, -0.2, 0.1], [-0.3, 0.0, 0.2], [-0.1, 0.0, 0.0], [-0.1, 0.0, 0.1], [0.0, -0.1, 0.0], [0.0, 0.0, 0.1], [0.0, -0.2, -0.1], [0.0, 0.0, 0.0], [0.0, 0.0, 0.0], [0.4, 0.1, 0.1], [0.1, -0.2, -0.1], [-0.1, 0.0, 0.0], [0.2, 0.0, 0.0], [0.0, 0.1, 0.0], [0.0, 0.0, 0.0], [0.0, 0.1, 0.0], [0.0, 0.0, 0.0], [0.1, -0.1, 0.0], [0.0, 0.0, 0.0], [0.0, 0.0, 0.0], [-0.1, 0.0, 0.0], [0.0, 0.0, 0.0], [0.0, 0.0, 0.0], [0.0, 0.0, 0.0], [0.1, 0.0, 0.0], [-0.1, 0.1, 0.0]],
  "multiplicity": 2,
  "homo_energy_ev": [-18.86, -18.82],
  "e_tot_ev": -198800.0234,
  "max_force_ev_per_a": 0.63,
  "s_squared": 0.858,
  "lumo_ev": [-12.9, -12.9],
  "total_charge": 3
}

=====

{
  "formula": "C30H39BN13PTeYb",
  "method": "wB97M-V/def2-TZVPD",
  "species": ["Yb", "Te", "P", "N", "N", "N", "N", "N", "N", "N", "N", "N", "N", "N", "N", "N", "C", "C", "C", "C", "C", "C", "C", "C", "C", "C", "C", "C", "C", "C", "C", "C", "C", "C", "C", "C", "C", "C", "C", "C", "C", "C", "C", "C", "C", "C", "B", "H", "H", "H", "H", "H", "H", "H", "H", "H", "H", "H", "H", "H", "H", "H", "H", "H", "H", "H", "H", "H", "H", "H", "H", "H", "H", "H", "H", "H", "H", "H", "H", "H", "H", "H", "H", "H", "H", "H"],
  "xyz": [[-0.24264, 0.31227, -0.92189], [-1.70331, -1.35427, -3.60825], [1.71301, -0.60855, 5.04713], [0.92364, -1.89313, -0.37802], [0.07225, -0.82635, 7.52095], [-2.44012, 0.37665, 0.24498], [2.41656, -1.62157, 7.69648], [-2.27164, 3.02748, -1.33693], [-1.22010, 3.14275, 1.05970], [-0.11680, 2.28357, 0.79768], [-1.45559, 2.01819, -1.99841], [4.35208, -0.48334, -0.59797], [2.84017, -3.09681, -0.35395], [-3.10332, 1.53584, 0.65809], [0.75161, -2.92456, 6.51262], [2.38633, 0.54071, -1.17538], [0.32314, 3.40170, 2.71850], [-4.01665, 1.15974, 1.56902], [2.97343, -0.64050, -0.75510], [0.25324, -0.11415, 6.25622], [0.67005, -3.21772, -0.13473], [-0.79219, 0.54867, -8.09803], [1.20317, -0.59079, -5.02851], [1.78646, -3.99093, -0.13360], [-3.85884, -0.18281, 1.88199], [0.24094, 0.34102, -7.20059], [-2.37209, -0.46887, -6.52616], [-3.75923, -1.05834, -6.29266], [0.97275, -2.43198, 5.16326], [-2.59560, 3.98399, -2.21660], [2.89343, -0.96412, 6.49662], [-1.37012, 2.43142, -3.26150], [-2.87453, -0.64431, 1.00771], [-0.97254, 3.80379, 2.21673], [3.44322, 1.38354, -1.44493], [-2.10907, 0.21092, -7.72440], [0.82646, 2.53290, 1.73883], [-1.28387, -0.68743, -5.59939], [1.32562, -0.86285, 8.35154], [0.05475, -0.38870, -6.01819], [-0.48561, 1.06236, -9.47398], [-0.28073, -2.22687, 7.19616], [4.58977, 0.82169, -1.05872], [2.27830, -1.87719, -0.53833], [-2.07717, 3.64428, -3.47500], [1.93311, -2.98953, 7.36257], [-2.57942, 2.91268, 0.22184], [5.59321, 1.26029, -1.07586], [1.18850, -1.57422, -4.60138], [-0.65223, -0.07587, 5.68526], [-4.40591, -0.61155, -7.04191], [-3.65134, -2.12769, -6.42239], [-1.38053, 1.55626, -9.92211], [1.24373, 0.59898, -7.49687], [0.00416, -2.46849, 4.61460], [5.08453, -1.17876, -0.42572], [-0.08917, 0.26017, -10.10278], [1.76636, -3.04678, 4.68484], [3.69881, -1.53954, 6.09963], [1.80616, 2.06490, 1.66466], [2.10248, -0.51533, -5.65266], [1.89270, -5.01372, 0.13536], [-0.57248, -2.78418, 8.11786], [-4.13294, -0.89118, -5.32290], [-3.08865, 4.84172, -1.83538], [3.24447, 2.38145, -1.74340], [-3.43432, 3.69950, 0.57212], [-4.36209, -0.61479, 2.70572], [2.74421, -3.51211, 6.84457], [0.74761, 3.71936, 3.63196], [1.67095, -3.52670, 8.24927], [-2.06155, 4.21887, -4.41242], [0.48547, 0.92954, 6.50462], [-2.55099, -1.67954, 0.82682], [-0.80392, 1.83825, -3.98973], [1.63925, 0.15895, 8.59210], [0.26354, 1.84497, -9.45623], [1.03782, -1.34823, 9.28037], [3.35089, -0.01517, 6.75570], [-1.16484, -2.25987, 6.54624], [-1.68510, 4.44908, 2.71588], [1.27856, 0.19778, -4.24985], [-4.65701, 1.90464, 1.98813], [-0.31931, -3.62289, -0.01331], [-2.94411, 0.46073, -8.37874], [3.87072, -3.30929, -0.43943]],
  "forces_ev_per_a": [[0.0, 0.5, 0.6], [0.0, 0.2, -0.8], [-2.0, -1.8, 2.3], [2.3, -0.9, -0.4], [0.5, -0.8, -0.3], [0.3, 0.1, 0.6], [-0.8, -0.3, 0.5], [1.5, -2.3, 0.0], [1.5, -1.3, 0.4], [-0.3, 1.3, -0.1], [-1.8, 2.4, 0.3], [-1.6, 1.3, -1.3], [0.7, -0.3, -0.3], [0.5, -2.9, -1.2], [0.6, -0.9, -0.3], [1.1, -3.2, 0.3], [-2.1, 0.5, -1.9], [1.0, 0.3, 0.2], [1.0, 2.4, -0.5], [1.7, 1.7, 0.1], [-0.6, -0.5, -0.2], [-0.8, 0.1, 0.1], [0.4, 0.9, -1.5], [0.6, 1.3, 0.2], [-0.2, 1.0, -0.3], [0.1, -1.5, 0.4], [0.7, -0.1, 0.8], [1.4, 0.7, -1.2], [1.1, 0.4, -0.7], [1.1, -1.4, -0.6], [-0.1, 0.8, -0.3], [-0.6, 0.7, 0.1], [-0.3, 0.7, -0.5], [1.8, -1.4, 0.3], [-1.5, -0.4, 1.1], [0.6, -0.4, 0.5], [-1.7, 0.0, -0.1], [0.0, 0.0, -1.0], [-0.6, -0.3, -1.1], [-1.2, 1.3, 1.7], [-0.8, 0.9, -0.2], [-1.1, 0.2, 0.7], [2.5, -0.7, 0.3], [-1.8, 0.2, 0.9], [0.6, 0.0, 0.0], [0.3, 1.4, -1.1], [0.4, 0.6, 0.2], [-0.5, -0.4, 0.1], [-0.1, -0.4, 0.4], [-0.7, -0.2, -0.3], [-0.4, -0.3, 0.0], [-0.3, -0.3, -0.2], [0.6, -0.7, 0.1], [0.3, 0.1, 0.0], [0.8, -0.1, 0.1], [-0.7, 0.5, 0.0], [-0.3, 0.1, -0.1], [-0.8, -0.1, 0.1], [0.7, -0.6, -0.4], [-0.4, 0.0, 0.1], [0.1, 0.0, 0.4], [0.3, -0.5, -0.1], [0.4, 0.5, -0.4], [-0.5, 0.3, 1.1], [-0.6, 0.6, -0.1], [0.1, 0.6, -0.3], [0.5, 0.1, -0.2], [-0.4, -0.8, 0.3], [-0.1, 0.0, 0.1], [0.5, 0.3, 0.5], [-0.1, -0.2, 0.7], [-0.3, -0.3, 0.8], [-0.2, 0.0, 0.1], [0.0, 0.7, 0.2], [-0.3, 0.3, 0.3], [0.1, -0.2, -0.3], [0.3, 0.1, 0.2], [0.2, -0.2, 0.1], [0.0, 0.3, 0.2], [0.0, 0.4, 0.2], [0.0, -0.1, -0.4], [-0.3, -0.5, -0.4], [-0.3, 0.2, 0.3], [-0.2, 0.2, 0.1], [0.2, -0.2, 0.0], [-2.0, 0.2, 0.2]],
  "multiplicity": 2,
  "homo_energy_ev": [-9.50, -9.46],
  "e_tot_ev": -99898.4644,
  "max_force_ev_per_a": 3.51,
  "s_squared": 0.761,
  "lumo_ev": [-2.8, -4.5],
  "total_charge": 1
}